No. 1
One molecule with the formula C7H10 in a non-equilibrium geometry. Source: the Open Molecules 2025 dataset; level of theory: ωB97M-V/def2-TZVPD.

Geometry as ORCA input:
```
! wB97M-V def2-TZVPD RIJCOSX def2/J DEFGRID3
* xyz 0 1
C -2.457 -0.112 0.066
C -1.177 -0.018 0.048
C -0.136 -1.227 0.015
C 1.001 -0.558 -0.495
C 2.308 -0.046 0.114
C 0.943 0.651 0.360
C -0.367 1.287 -0.217
H -2.964 0.872 -0.068
H -3.086 -1.150 0.591
H -0.604 -1.964 -0.856
H -0.024 -1.924 0.844
H 0.843 -0.258 -1.418
H 2.497 -0.329 1.270
H 3.217 0.303 -0.415
H 0.575 0.778 1.515
H -0.120 1.883 -1.124
H -1.030 1.938 0.310
*
```

Output
orbital gap = 9.601 eV
max |F| = 0.125 hartree/bohr
HOMO level = -8.54 eV
DFT total energy = -272.4566 hartree
SMILES = C=C1C[C@@H]2C[C@H]2C1

---

No. 2
One molecule with the formula C7H10 in a non-equilibrium geometry. Source: the Open Molecules 2025 dataset; level of theory: ωB97M-V/def2-TZVPD.

Geometry as ORCA input:
```
! wB97M-V def2-TZVPD RIJCOSX def2/J DEFGRID3
* xyz 0 1
C -0.357 0.538 0.543
C -0.266 -0.389 1.396
C -0.873 -1.492 1.677
C -0.067 0.760 -0.680
C -2.296 -1.577 1.980
C 2.123 1.641 -1.698
C 1.172 0.377 -1.502
H -0.210 -2.276 1.795
H -0.640 1.452 -1.178
H -2.605 -1.788 3.024
H -2.669 -2.342 1.409
H -2.821 -0.601 1.633
H 3.065 1.265 -2.020
H 2.422 2.211 -0.742
H 1.511 2.465 -2.162
H 1.637 -0.380 -0.989
H 0.873 0.135 -2.488
*
```

Output
orbital gap = 8.923 eV
max |F| = 0.079 hartree/bohr
HOMO level = -8.34 eV
DFT total energy = -272.5446 hartree
SMILES = CC=C=C=CCC

---

> Number 2 is which compound?

C7H10

---

> Number 1 is which compound?

C7H10